Record 1
DFT (ωB97M-V/def2-TZVPD) results for a molecular structure, C24H28HgN4O6S2.

```
! wB97M-V def2-TZVPD RIJCOSX def2/J DEFGRID3
* xyz -1 2
Hg -0.72297 1.38339 -1.55088
O -1.93892 -2.49166 3.67206
C -1.42900 -1.36338 4.10263
O -1.08901 -1.18858 5.25836
C -1.23767 -0.28131 3.09827
C -0.68433 0.93654 3.42234
N -0.57987 1.62718 2.27432
N -1.02031 0.94032 1.21784
C -1.42797 -0.22242 1.68947
C -2.02743 -1.22508 0.72293
O -2.43267 -2.30736 1.24513
O -2.10710 -0.89225 -0.46269
H -2.16308 -2.44121 2.64710
H -0.35789 1.31833 4.37445
H -0.23023 2.55898 2.12896
C -1.85599 -1.20300 -4.75586
C -0.79475 -0.53678 -3.88451
C 0.55290 -0.48312 -4.59899
O -1.23936 0.75639 -3.56563
H -1.54794 -2.20607 -5.06528
H -2.03053 -0.59779 -5.64979
H -2.79331 -1.28142 -4.20331
H -0.67020 -1.15552 -2.98374
H 0.46485 0.12068 -5.50664
H 0.90603 -1.48292 -4.87064
H 1.29611 -0.02337 -3.94580
O 2.14090 -0.65842 -1.41927
S 2.51793 0.44075 -0.49684
C 4.31340 0.55587 -0.54382
C 4.93076 1.76262 -0.25892
C 6.31679 1.84449 -0.30229
C 7.06461 0.72847 -0.64806
C 6.43095 -0.46945 -0.95918
C 5.04915 -0.55989 -0.91021
C 2.39282 -0.25623 1.16279
C 1.65780 -1.42258 1.28888
C 1.46050 -1.96471 2.55326
C 1.98641 -1.33838 3.67203
C 2.71676 -0.16317 3.53228
C 2.91925 0.38656 2.27598
H 4.33332 2.63516 -0.02053
H 6.80941 2.78247 -0.08017
H 8.14444 0.79466 -0.68918
H 7.01728 -1.33401 -1.24338
H 4.52432 -1.47272 -1.16416
H 1.24281 -1.88366 0.40111
H 0.86773 -2.86431 2.66330
H 1.80214 -1.75101 4.65536
H 3.12644 0.32825 4.40605
H 3.48960 1.30134 2.16686
C -4.05549 1.08385 -2.30527
N -4.31946 1.12387 -0.88824
C -5.01955 0.02820 -0.23287
C -4.90994 0.38072 1.25974
N -4.33922 1.72188 1.21491
C -3.90496 2.05603 -0.02738
S -2.99453 3.42573 -0.37402
H -3.66758 0.09912 -2.56450
H -3.30018 1.82046 -2.56157
H -4.96622 1.29037 -2.87652
H -4.52925 -0.91646 -0.46963
H -6.06034 -0.00924 -0.56997
H -4.25998 -0.31730 1.78824
H -5.88306 0.38556 1.75161
H -3.88513 2.14653 2.00356
*
```

The calculation puts the HOMO energy (spin up / spin down) at -3.728 / -5.334 eV. Its max |F| is 0.201 eV/Å. The calculation puts the LUMO energy (spin up / spin down) at 2.264 / 2.143 eV. Its expectation value of S² is 0.759. For the total energy, the calculation gives -2551.68994 a.u. For the frontier orbital gap (spin up / spin down), the calculation gives 6.0 / 7.5 eV.

***

Record 2
DFT (ωB97M-V/def2-TZVPD) results for 2 unconnected molecules or ions with the total composition C5H14N2O.

```
! wB97M-V def2-TZVPD RIJCOSX def2/J DEFGRID3
* xyz -1 2
C -2.50078 -1.97451 0.99908
C -1.53751 -1.27125 1.79589
C -0.06246 -1.25124 1.38127
C 0.07497 -0.39377 0.06777
N 1.42176 0.11855 -0.22131
C 1.59235 1.17217 -1.15135
N 2.78826 1.58117 -1.30198
H -2.27721 -1.69037 -0.03415
H -2.54793 -3.04245 0.89941
H -3.57278 -1.98582 1.32398
H -1.59713 -1.61812 2.79956
H -1.85537 -0.19983 1.82104
H 0.34710 -2.32678 1.25723
H 0.61109 -0.76713 2.17668
H -0.36722 -1.14026 -0.78111
H -0.48005 0.50302 0.11287
H 2.11946 -0.61594 -0.28657
H 0.76068 1.61545 -1.62158
H 3.66474 1.10377 -0.80877
H 0.52232 3.75390 -2.64267
H 1.80225 3.97091 -3.03004
O 1.09348 4.45854 -2.75525
*
```

The calculation puts the HOMO energy (spin up / spin down) at 1.513 / -3.695 eV. Its max |F| is 5.916 eV/Å. The value obtained for the relative energy (zero: lowest compared OMol25 entry of this formula, charge and spin) is 249.5 kJ/mol. The calculation puts the LUMO energy (spin up / spin down) at 3.696 / 3.561 eV. Its expectation value of S² is 0.753. For the total energy, the calculation gives -383.51069 a.u. For the frontier orbital gap (spin up / spin down), the calculation gives 2.2 / 7.3 eV.

***

Record 3
DFT (ωB97M-V/def2-TZVPD) results for a molecular structure, C4H2AuO5.

```
! wB97M-V def2-TZVPD RIJCOSX def2/J DEFGRID3
* xyz 3 3
Au -0.01269 -0.01672 -0.09830
O -0.53721 3.06179 0.00098
C -0.35994 1.92248 -0.00461
C 1.82713 -0.68769 -0.00450
O 2.91971 -1.06202 -0.00172
C -1.50497 -1.26288 0.01718
O -2.39529 -2.01024 -0.00262
C -0.01806 -0.01437 -1.98570
O 0.00022 0.00148 -3.10922
O 0.62541 0.53450 2.09496
H -0.31813 0.77642 2.29813
H 0.73282 -0.43446 2.29763
*
```

The calculation puts the HOMO energy (spin up / spin down) at -25.771 / -28.032 eV. Its max |F| is 10.116 eV/Å. The calculation puts the LUMO energy (spin up / spin down) at -14.984 / -21.518 eV. Its expectation value of S² is 2.012. For the total energy, the calculation gives -663.84625 a.u. For the frontier orbital gap (spin up / spin down), the calculation gives 10.8 / 6.5 eV.

***

Record 4
DFT (ωB97M-V/def2-TZVPD) results for C3H4O3 in the gas phase.

```
! wB97M-V def2-TZVPD RIJCOSX def2/J DEFGRID3
* xyz 0 1
O -2.37912 -0.15501 0.17942
C -1.23133 0.14341 0.05773
C -0.23126 1.22905 0.00040
C 0.21080 -0.25326 0.04779
O 0.85748 -0.76362 -1.06988
O 0.69998 -0.89113 1.15661
H 0.02233 1.86765 -0.87195
H -0.04807 1.84298 0.88074
H 0.58999 -1.68056 -1.28697
H 1.50920 -1.33950 0.90612
*
```

The calculation puts the HOMO energy at -9.213 eV. Its max |F| is 1.464 eV/Å. The value obtained for the relative energy (zero: lowest compared OMol25 entry of this formula, charge and spin) is 285.0 kJ/mol. The calculation puts the LUMO energy at 0.452 eV. For the total energy, the calculation gives -342.34739 a.u. For the frontier orbital gap, the calculation gives 9.7 eV.